Entry 1:
Molecular formula: C3H11F2NO6P3S2
Method: DFT, ωB97M-V/def2-TZVPD

- Lowest unoccupied orbital energy: 2.529 eV
- Total charge: -1
- HOMO energy: -5.8 eV

Positions of all 28 atoms, in Å:
C (4.58723, 1.78525, -0.17206)
C (3.76982, 1.82031, -1.47725)
P (2.37339, 0.61641, -1.61638)
C (3.16771, -0.99159, -1.21366)
P (1.22045, 1.07601, 0.21156)
P (-0.93891, 0.57581, -0.04065)
O (-1.51612, 1.49927, -1.25108)
O (-0.96071, -0.90324, -0.69589)
H (5.63605, 2.03156, -0.34438)
H (4.20027, 2.51084, 0.54457)
H (4.55011, 0.81501, 0.32088)
H (3.31313, 2.80961, -1.55522)
H (4.42068, 1.69620, -2.34320)
H (3.23755, -1.59865, -2.11338)
H (2.58477, -1.52885, -0.46372)
H (4.17039, -0.87271, -0.79871)
H (1.21930, 2.48461, 0.15960)
H (-1.07532, 2.34918, -1.25265)
H (-0.76796, -1.52213, 0.01297)
N (-4.08988, -1.15105, 1.71826)
S (-5.07272, -0.97795, 0.48226)
O (-6.40296, -0.58313, 0.81209)
O (-4.90250, -1.92516, -0.56985)
F (-4.41838, 0.34789, -0.10028)
S (-4.37206, -2.36719, 2.67569)
O (-3.63323, -2.23392, 3.88722)
O (-4.42212, -3.64648, 2.04562)
F (-5.87798, -2.11591, 3.13766)

=====

Entry 2:
Molecular formula: C3H11FO3Si2
Method: DFT, ωB97M-V/def2-TZVPD

- Lowest unoccupied orbital energy: 0.180 eV
- HOMO energy: -9.3 eV

Positions of all 20 atoms, in Å:
C (0.46607, 2.39869, 1.06931)
C (1.43047, -0.31583, 2.60957)
C (-0.20109, -1.97963, -2.77202)
O (-1.33418, 0.10953, 1.57571)
O (-2.25755, -0.59654, -0.89392)
O (1.00727, -0.42999, -0.34587)
F (-0.03008, 0.81276, -2.48741)
Si (0.14130, 0.55244, 1.60862)
Si (0.27105, -0.54045, -1.67419)
H (1.22992, 2.92952, 1.66772)
H (0.77525, 2.47358, 0.07576)
H (-0.50009, 3.04665, 0.97293)
H (1.29263, 0.04964, 3.58830)
H (1.32946, -1.39892, 2.74139)
H (2.45838, -0.06287, 2.21165)
H (-0.79608, -2.71532, -2.32917)
H (-0.80180, -1.49412, -3.59715)
H (0.72033, -2.59000, -2.81955)
H (-2.26869, -0.34120, 0.05271)
H (-2.93259, 0.09209, -1.25438)

=====

Entry 3:
Molecular formula: C3H11N
Method: DFT, ωB97M-V/def2-TZVPD

- Lowest unoccupied orbital energy: 1.047 eV
- HOMO energy: -9.0 eV

Positions of all 15 atoms, in Å:
C (-1.53731, -0.18357, -2.54161)
H (-2.46646, 0.42011, -2.40403)
H (-1.75395, -0.77701, -1.60138)
H (-0.71977, 0.44079, -2.21193)
H (-1.48186, -0.81168, -3.36635)
C (1.24627, 1.14033, 0.85655)
C (0.86885, -0.36944, 0.93255)
N (0.15205, -0.67310, 2.13332)
H (0.50605, 1.59289, 1.59465)
H (2.22657, 1.40199, 1.07526)
H (0.97393, 1.60363, -0.04573)
H (0.33659, -0.73786, -0.01816)
H (1.82094, -0.85449, 0.70017)
H (-0.83488, -0.97142, 1.97853)
H (0.66299, -1.22117, 2.91815)

=====

Entry 4:
Molecular formula: C3H11N2
Method: DFT, ωB97M-V/def2-TZVPD

- Lowest unoccupied orbital energy (alpha / beta): 1.100 / 0.834 eV
- Spin multiplicity: 2
- HOMO energy (alpha / beta): -3.7 / -9.9 eV

Positions of all 16 atoms, in Å:
N (0.41954, 0.99751, -2.02057)
H (0.45245, 1.14073, -0.95567)
H (0.65263, -0.00418, -2.20822)
H (-0.50502, 1.30675, -2.38867)
H (1.17176, 1.56519, -2.45137)
N (-1.36571, -1.74088, 1.31955)
C (-0.23658, -1.14253, 0.63115)
C (0.90209, 1.10045, 0.98232)
C (-0.20523, 0.34494, 0.98137)
H (-1.24753, -2.74945, 1.30593)
H (-2.25069, -1.59951, 0.84455)
H (-0.19487, -1.23079, -0.47121)
H (0.71391, -1.53967, 0.99187)
H (0.96638, 2.08384, 1.41897)
H (1.86029, 0.71883, 0.64586)
H (-1.13343, 0.74878, 1.37414)

=====

Values for ΔE to the lowest compared entry with this formula, charge and spin, kcal/mol, ordered as above
2.3, 65.7, 31.9, 48.4
Values for total energy, Ha, ordered as above
-2647.37436, -1025.60934, -175.59232, -230.25581